Run P
DFT (wB97M-V/def2-TZVPD) results for a 2-piece molecular cluster, C4H3N3O3 overall.

Each line ends with the natural charge from an NBO analysis.
Atoms and positions in Å:
N -1.5388 -2.0199 -0.7391  -0.2540
O 0.6161 -1.0319 1.6186  -0.6591
H 0.5947 -2.0285 1.7900  0.5280
H 0.5861 1.5322 -0.0998  0.2919
C -0.0451 1.0402 0.6373  -0.5937
C -0.1761 -0.4008 0.6862  0.2756
O 1.1275 0.6054 -2.0508  -0.3032
C -1.0150 -1.2026 -0.1145  0.1486
N 1.2172 -0.5122 -1.6961  0.5253
C -1.3350 1.6494 0.3031  0.2746
H 0.4443 1.5343 1.4828  0.2900
O 1.8287 -1.4061 -2.0788  -0.2425
N -2.3046 2.2403 0.2610  -0.2816

Output
E_LUMO (spin up / spin down)	-1.2 / -1.9	eV
orbital gap (spin up / spin down)	9.44 / 6.96	eV
highest occupied orbital energy (spin up / spin down)	-10.64 / -8.85	eV

Run Q
DFT (wB97M-V/def2-TZVPD) results for a 2-piece molecular cluster, C4H3N3O3 overall.

Each line ends with the natural charge from an NBO analysis.
Atoms and positions in Å:
O 2.4973 0.3053 -1.5720  -0.4799
N -0.1914 2.4294 -1.9246  -0.2497
O 1.0646 1.9048 0.7947  -1.0042
C 0.6938 1.6737 -2.0997  0.2339
O 5.0734 2.6912 -3.1283  -0.4638
C 2.0749 1.2691 -2.4124  0.5023
N 2.8852 2.0691 -2.9804  -0.4380
C 3.6052 0.6336 -0.8476  0.4326
N 4.5363 1.3100 -1.3961  -0.4905
C 4.2242 2.0902 -2.5220  0.7154
H 0.8623 1.0041 1.0704  0.4855
H 0.3006 2.4740 0.2639  0.5216
H 3.2962 0.8382 0.1886  0.2349

Output
E_LUMO	-1.7	eV
orbital gap	9.22	eV
highest occupied orbital energy	-10.88	eV

Run R
DFT (wB97M-V/def2-TZVPD) results for one molecule with the formula C4H3N3O3.

Each line ends with the natural charge from an NBO analysis.
Atoms and positions in Å:
C 0.5050 -0.0092 -0.1346  0.5734
N 0.9948 0.7081 0.8125  -0.5356
O 0.5408 -0.7310 -2.3866  -0.6482
C 0.2147 0.7868 1.9361  0.3233
O -2.5775 -0.9519 0.9923  -0.5126
N -0.9637 0.2674 2.0773  -0.5088
C -1.5124 -0.4106 1.0188  0.8363
C 1.2716 -0.2202 -1.4198  0.4680
H 2.4659 1.2496 -1.1223  0.3664
H 0.6437 1.3346 2.7794  0.2000
H 0.8704 0.0058 -3.1555  0.5187
N 2.0502 0.6998 -1.8727  -0.6409
O -0.7227 -0.4931 -0.1336  -0.4399

Output
E_LUMO	-1.3	eV
orbital gap	9.41	eV
highest occupied orbital energy	-10.74	eV

The structure with the least stability is run P.

Run P
DFT (wB97M-V/def2-TZVPD) results for a 4-piece molecular cluster, C4H13NO3 overall.

Each line ends with the natural charge from an NBO analysis.
Atoms and positions in Å:
O 1.8107 -0.2453 -2.0420  -0.9492
H -0.5958 0.2982 2.0295  0.1836
O -2.2320 0.8134 -2.6140  -0.9447
C -0.6874 -1.6360 1.0611  -0.1439
H 1.1382 3.3212 -0.8883  0.4683
H -2.3878 -0.1344 -2.6904  0.4747
H 1.3374 1.1975 2.4691  0.1343
H 1.8868 0.2021 -1.1914  0.4873
N 1.2537 -0.3555 1.0770  -0.4263
H 1.9665 0.3789 -2.7624  0.4638
C -2.1732 -1.8818 1.2145  -0.6466
C -0.1404 -0.4951 1.4675  -0.0966
H -2.2645 -2.9651 1.3050  0.2100
O 1.7292 2.5724 -0.7660  -0.9269
H 1.2345 1.9769 -1.3475  0.4562
H -0.1623 -2.4879 0.6501  0.2139
C 1.8296 0.5870 1.6951  -0.0394
H -2.5119 -1.3683 2.1132  0.2147
H -2.6501 -1.5719 0.2905  0.2206
H -1.2756 0.9600 -2.6579  0.4705
H 2.8943 0.8338 1.5873  0.1758

Output
E_LUMO	0.4	eV
orbital gap	9.40	eV
highest occupied orbital energy	-9.04	eV

Run Q
DFT (wB97M-V/def2-TZVPD) results for a 3-piece molecular cluster, C4H13NO3 overall.

Each line ends with the natural charge from an NBO analysis.
Atoms and positions in Å:
H -0.9039 2.1493 2.2601  0.4799
H 2.4001 -0.3286 -2.1654  0.2108
H 0.9433 -0.0011 -0.1662  0.2115
C 0.8179 -0.8828 -0.7923  -0.4259
H 0.8210 0.2955 -2.5663  0.2020
N -1.4665 -0.1724 -0.1433  -0.6105
H 2.2179 -0.0467 1.3956  0.4713
O 1.9425 0.7631 1.8692  -0.9388
H -1.2945 0.7697 -0.4506  0.3995
H 1.1796 -1.3722 -2.9014  0.2078
H 2.7820 1.0126 2.2817  0.4694
C 1.3352 -0.5789 -2.1801  -0.6051
C -0.6795 -1.2416 -0.7463  -0.2304
H -0.6034 3.3249 1.3362  0.4721
H -2.7806 0.5618 1.2382  0.1248
O -1.3146 2.7194 1.5841  -0.9501
H 1.3536 -1.6365 -0.2174  0.1997
H -0.8850 -2.1416 -0.1789  0.2379
C -2.2996 -0.3677 0.8968  0.5203
O -2.5113 -1.4465 1.4139  -0.6334
H -1.0541 -1.3797 -1.7677  0.1869

Output
E_LUMO	0.4	eV
orbital gap	9.79	eV
highest occupied orbital energy	-9.39	eV

The structure with the least stability is run P.

Run P
DFT (wB97M-V/def2-TZVPD) results for a 3-piece molecular cluster, C4H13NO3 overall.

Each line ends with the natural charge from an NBO analysis.
Atoms and positions in Å:
H -0.5210 -2.2239 2.2705  0.1705
H 0.2585 -3.0682 0.9419  0.2040
H -1.4814 -3.0661 1.1626  0.1631
H -2.2915 -0.0461 1.1902  0.1783
O 0.7688 1.8259 -2.8394  -0.9447
O 0.8063 1.8746 0.2760  -0.5709
C 0.7797 1.4208 1.3971  0.4640
H 1.2297 -1.4046 -2.6771  0.4825
N -0.6524 -1.2286 0.4523  -0.6790
C -0.5795 -2.4322 1.2151  -0.3992
C -0.4208 0.7084 1.9823  -0.5299
H 1.1878 1.4073 -2.0742  0.4742
H -0.3242 -1.6126 -2.8312  0.4870
O 0.4434 -1.7761 -2.2771  -0.9560
H -0.9590 1.5566 2.4185  0.2317
C -1.2359 -0.0210 0.8994  -0.2092
H 0.4726 2.6376 -2.4025  0.4716
H -0.1333 -1.2167 -0.4140  0.4139
H -1.2119 0.6513 0.0465  0.2202
H -0.1045 0.0377 2.7624  0.2161
H 1.7288 1.4262 1.9674  0.1116

Output
E_LUMO	0.8	eV
orbital gap	8.82	eV
highest occupied orbital energy	-8.06	eV

Run Q
DFT (wB97M-V/def2-TZVPD) results for a 3-piece molecular cluster, C4H13NO3 overall.

Each line ends with the natural charge from an NBO analysis.
Atoms and positions in Å:
O -1.7716 -2.1810 -1.6357  -0.9703
H 0.6516 -0.5309 2.2708  0.2047
H 0.3088 2.5189 -2.6948  0.2491
C 1.0343 0.4153 2.4001  -0.6072
H 1.7995 2.3590 -1.6217  0.2498
H 0.2443 -0.5056 0.2282  0.3943
N 0.7393 0.4408 0.0115  -0.6410
H 1.7673 1.9117 0.9972  0.2048
C 0.3470 0.8680 -1.2911  0.7080
H 2.1314 0.2640 2.4168  0.2117
O -1.7855 -4.0520 0.5344  -0.9233
H -1.1450 -1.4880 -1.6864  0.4887
H -2.2695 -3.6162 1.2511  0.4481
C 0.7109 2.2664 -1.6303  -0.7321
O -0.1463 -0.0033 -1.9803  -0.6387
H 0.2679 2.9695 -0.8722  0.2436
H -2.0831 -1.9718 -2.5691  0.4674
C 0.7952 1.3078 1.1714  -0.2372
H -2.0879 -3.5216 -0.1064  0.4728
H -0.1365 1.7808 1.4605  0.1904
H 0.6280 0.7679 3.3461  0.2166

Output
E_LUMO	0.6	eV
orbital gap	10.57	eV
highest occupied orbital energy	-9.92	eV

The structure with the least stability is run P.

Run P
DFT (wB97M-V/def2-TZVPD) results for a 4-piece molecular cluster, C4H13NO3 overall.

Each line ends with the natural charge from an NBO analysis.
Atoms and positions in Å:
H -2.1194 -2.5440 1.4772  0.4754
H 3.9213 -0.6657 0.1736  0.2213
N 0.1275 1.2633 0.7390  -0.4827
H -0.2745 2.0269 -2.5367  0.4765
H -1.4636 -1.4866 0.4817  0.5077
C 2.9967 -1.0278 -0.2623  -0.6415
H 3.0429 -1.3960 -1.2839  0.2203
H -0.3804 1.7427 -1.0380  0.5012
C -0.8121 1.2727 1.5889  -0.0262
O -0.8643 1.6384 -1.8866  -0.9867
H 0.6420 -0.7335 1.2130  0.1990
H -2.0730 -1.4021 -2.0688  0.4797
H 2.3217 1.0290 -0.6719  0.1941
O -1.4488 -1.8766 1.3646  -0.9943
H -1.5456 -0.0384 -1.4767  0.5119
C 0.9648 0.1362 0.6375  -0.0887
H 2.6244 -1.8393 0.3647  0.2146
H -0.8611 0.4422 2.2891  0.1784
C 2.0256 0.1214 -0.1541  -0.1499
H -1.4965 2.1105 1.5732  0.1838
O -1.9280 -0.9055 -1.2635  -0.9938

Output
E_LUMO	0.8	eV
orbital gap	9.96	eV
highest occupied orbital energy	-9.15	eV

Run Q
DFT (wB97M-V/def2-TZVPD) results for a 3-piece molecular cluster, C4H13NO3 overall.

Each line ends with the natural charge from an NBO analysis.
Atoms and positions in Å:
O 1.1641 -1.1203 -0.8932  -0.5953
H -0.3931 0.8488 -1.1243  0.2242
C -1.3252 0.3960 -0.8220  -0.4206
H -1.9804 0.5353 -1.6922  0.2083
H -2.7769 1.7901 -0.0256  0.1945
H 2.7258 0.0546 1.8966  0.4755
H -0.9275 2.5234 1.1065  0.3576
H 3.4071 0.1551 -1.2968  0.4698
C -2.0695 1.0538 0.3680  -0.2171
H -2.7772 0.3023 0.7266  0.1720
H -2.0770 -1.7113 -0.5707  0.2369
O 3.8235 -0.5463 -0.7872  -0.9538
H 1.6475 0.3265 0.9131  0.4667
H 0.1939 -2.8280 -1.0357  0.1294
C 0.1144 -1.7302 -0.9513  0.4641
H -1.0946 -1.1512 0.5838  0.2505
O 2.0293 0.6874 1.6916  -0.9419
H -0.3987 1.0409 1.5148  0.3587
N -1.2274 1.6122 1.4160  -0.8223
H 3.1039 -1.1185 -0.4925  0.4814
C -1.1622 -1.1205 -0.5255  -0.5387

Output
E_LUMO	0.2	eV
orbital gap	9.71	eV
highest occupied orbital energy	-9.46	eV

The structure with the least stability is run Q.

Run P
DFT (wB97M-V/def2-TZVPD) results for one molecule with the formula C22H27N3O4S.

Each line ends with the natural charge from an NBO analysis.
Atoms and positions in Å:
H 2.6792 -0.9274 -1.5650  0.2141
H 1.0464 -4.8279 -0.9678  0.2251
C -1.0221 -2.3023 5.6757  -0.3886
H -1.6155 5.4932 -0.5924  0.2050
N -1.0451 2.9174 -2.2872  -0.6646
N 2.0928 -2.4270 -3.8107  -0.6200
H -1.4061 0.4811 6.2235  0.1947
O -2.5767 2.1936 -4.1536  -0.9355
H 1.0172 -0.8197 2.6433  0.3956
C 0.9229 0.9343 -4.7008  -0.1615
H 2.5900 -2.6545 -4.6638  0.4139
C 0.1860 3.6333 -2.0134  -0.2326
C 1.2373 -3.8320 -0.5983  -0.0969
C -1.9276 -0.2335 6.8558  -0.6080
C 0.8489 -3.4808 0.6790  -0.2626
C 1.8646 -2.9132 -1.4340  -0.2271
O -0.5763 3.4842 -4.7849  -0.9498
C 2.1523 -1.6397 -0.9477  -0.1120
C -0.2236 1.0222 -3.9354  -0.3759
H -0.6563 -0.6440 4.3314  0.2190
C -1.6129 5.1716 -1.6341  -0.4274
C 0.1097 -1.1975 -3.1123  -0.2636
H -1.5601 0.0538 -2.6005  0.2304
C -1.1412 -1.5330 6.9899  -0.3899
H 0.3476 -4.1913 1.3139  0.2589
H -2.2295 5.8606 -2.2068  0.2202
C -2.1309 3.7220 -1.7436  -0.2412
C 1.2972 -1.2861 -3.8441  0.1836
C 1.1098 -2.1969 1.1535  0.1736
C 0.0325 -2.4347 3.3951  0.6960
H -2.3958 3.3195 -0.7614  0.1975
S -1.2007 2.5179 -3.9216  2.3098
C -0.1753 -1.5771 4.6329  -0.5057
C 1.7810 -1.2887 0.3318  -0.2614
H 2.0109 -0.2999 0.7040  0.2049
H 2.5812 -0.3011 -5.2526  0.2195
H 0.9585 3.3009 -2.7051  0.2217
N 0.7373 -1.7666 2.4254  -0.6046
H 0.4941 3.4104 -0.9869  0.1938
H -1.6435 -2.1732 7.7176  0.2052
H -0.1682 5.3501 -3.2415  0.2303
C 1.6818 -0.2203 -4.6601  -0.2546
H -0.2217 -2.0374 -2.5232  0.2340
H -2.0161 -2.4819 5.2627  0.2074
H -2.9905 3.6196 -2.4047  0.2389
H 1.2037 1.7738 -5.3171  0.2450
H -0.1426 -1.3160 7.3768  0.1915
H -2.9075 -0.4256 6.4244  0.2028
H -2.0682 0.2241 7.8323  0.2126
H -0.5699 -3.2771 5.8660  0.2209
O 2.8404 -4.3871 -3.0224  -0.5781
O -0.3740 -3.5653 3.2828  -0.5921
C -0.1809 5.1092 -2.1791  -0.4260
H 0.5014 5.7720 -1.6508  0.2140
C 2.2897 -3.3321 -2.7939  0.6732
H 0.8048 -1.3342 5.0537  0.2210
C -0.6405 -0.0396 -3.1545  -0.0945

Output
E_LUMO	0.2	eV
orbital gap	8.96	eV
highest occupied orbital energy	-8.76	eV

Run Q
DFT (wB97M-V/def2-TZVPD) results for one molecule with the formula C22H27N3O4S.

Each line ends with the natural charge from an NBO analysis.
Atoms and positions in Å:
H 2.9815 1.6786 -3.0859  0.2110
H -2.3460 2.8512 -1.3461  0.2055
C -2.1556 -3.2180 1.7370  -0.1882
H 1.2135 -2.8154 -1.1372  0.4180
C -1.4685 2.3916 -0.8874  -0.3862
O 3.2989 -2.4227 -1.3337  -0.5039
H -1.7440 0.3858 -1.6120  0.2521
H 3.0253 -1.0405 1.0089  0.2199
H -3.1168 3.6464 0.9622  0.2057
H -1.9122 3.8626 2.2357  0.2097
H 3.2367 -0.7689 -3.2477  0.2261
N -3.4503 1.0571 1.1573  -0.4758
H 2.7560 0.7988 2.3378  0.2192
H -0.9547 0.4843 -0.0209  0.2253
H -0.6388 2.4755 -1.5931  0.2127
H 1.8741 2.1578 1.6314  0.2156
O -4.8601 -2.1387 -1.7030  -0.9239
C -2.2247 3.2111 1.4163  -0.4124
C -2.5917 1.8445 2.0024  -0.2419
H -4.0806 -2.5378 1.0376  0.2350
C 2.8920 0.9242 0.2035  0.1045
S -3.6203 -1.4403 -1.5707  2.3160
H 3.6257 2.2156 1.7396  0.2207
C 3.1600 -1.0646 -1.1370  0.2892
C -1.0990 3.1454 0.3876  -0.3846
C 2.7784 1.5550 1.5574  -0.6520
C 2.0883 -3.3695 0.5905  0.6554
H 3.6463 -4.2462 -0.5919  0.2250
H 2.7618 3.6401 -1.8609  0.2178
H -2.5181 -3.5347 2.7024  0.2244
N -4.0087 -0.0180 -0.7494  -0.8596
C -3.0329 -2.6618 0.8190  -0.1983
C -3.0776 0.6741 0.0109  0.4635
H 3.5763 3.6207 -0.2939  0.2174
H -0.8103 4.1655 0.1196  0.2082
H 4.1975 -2.9387 0.4741  0.2090
H -4.9041 -0.0984 -0.2864  0.4278
N 1.0067 -3.0803 -0.1798  -0.6267
C 3.0255 -0.4553 0.1014  -0.3362
O -2.8785 -1.1265 -2.7544  -0.9305
C -1.2115 -2.4138 -0.7398  -0.2492
C 3.3956 -3.2532 -0.2042  -0.1652
H -1.6721 1.2908 2.2376  0.1822
C -2.5388 -2.2657 -0.4083  -0.3254
H -0.2311 2.6623 0.8455  0.1848
C -1.7453 0.9015 -0.6541  -0.5201
H -0.8780 -2.0912 -1.7143  0.2438
H -3.1488 1.9887 2.9328  0.2027
C 2.7517 3.1990 -0.8678  -0.6321
C 2.9949 1.0823 -2.1855  -0.1735
C -0.3300 -2.9685 0.1879  0.2330
C -0.8131 -3.3673 1.4333  -0.2361
O 2.0667 -3.6940 1.7548  -0.5989
C 2.8779 1.7086 -0.9513  -0.0659
C 3.1366 -0.2860 -2.2890  -0.2676
H -0.1303 -3.7872 2.1538  0.2567
H 1.8247 3.4844 -0.3725  0.2162

Output
E_LUMO	0.5	eV
orbital gap	9.27	eV
highest occupied orbital energy	-8.76	eV

The structure with the least stability is run Q.